ORCA calculation (ωB97M-V/def2-TZVPD) on a gas-phase ion, C4H9N2O (charge +1) in a non-equilibrium geometry.

## Properties
SMILES: C[N@@H+]1CC=NOC1
Lowest unoccupied orbital energy (eV): -3.37
Net charge: +1
Relative energy (zero: lowest compared OMol25 entry of this formula, charge and spin) (kcal per mole): 106.6
F_max (eV/A): 4.41
Frontier orbital gap (eV): 11.329
Total energy (eV): -9311.393

Each line ends with the natural charge from an NBO analysis.
Element x y z (Å)
H: -2.2203 -1.0358 -1.7779  0.242
N: -1.8725 0.7734 -1.2177  -0.049
H: -1.0639 -1.8526 0.1300  0.272
O: -1.1815 1.6421 -0.4689  -0.337
H: 1.5508 0.4124 1.8974  0.230
H: 0.6435 2.0347 0.4409  0.239
H: 1.5208 -1.2331 1.6384  0.247
H: -0.5410 0.1315 1.2065  0.437
H: 0.7551 1.3562 -1.2259  0.240
H: 0.3325 -1.4855 -1.0689  0.264
C: -1.5833 -0.4169 -1.1815  0.009
N: 0.1560 -0.0321 0.5449  -0.353
C: -0.4077 -1.0691 -0.3839  -0.307
C: 0.1541 1.2762 -0.1874  0.032
C: 1.4355 -0.3186 1.1965  -0.411
H: 2.3219 -0.1829 0.4574  0.244


ORCA calculation (ωB97M-V/def2-TZVPD) on a molecular structure, C4H9N2O in a non-equilibrium geometry.

## Properties
Lowest unoccupied orbital energy (eV): -4.62
Net charge: +1
Relative energy (zero: lowest compared OMol25 entry of this formula, charge and spin) (kcal per mole): 90.8
F_max (eV/A): 5.74
Frontier orbital gap (eV): 11.262
Total energy (eV): -9312.079

Each line ends with the natural charge from an NBO analysis.
Element x y z (Å)
H: -0.7039 2.1712 0.7653  0.485
H: 1.2473 -0.1035 2.3339  0.280
C: 0.0016 -0.1599 -1.7003  -0.345
N: -1.4169 -0.0775 0.1521  -0.440
N: 0.8565 0.1253 -0.5188  -0.612
H: 0.0954 0.6820 -2.4371  0.273
H: 0.1268 -1.0226 -2.3658  0.276
O: 0.1487 1.8325 0.9881  -0.750
C: -1.3729 -0.3620 -1.0833  0.208
C: 0.4507 -0.7637 1.7493  -0.679
H: -2.2883 -0.4715 -1.5782  0.240
H: 1.0666 1.2495 -0.3062  0.527
C: -0.1863 0.1200 0.6520  0.599
H: -0.3764 -0.9796 2.3674  0.261
H: 1.5539 -0.5430 -0.4002  0.438
H: 0.7970 -1.6973 1.3820  0.239


ORCA calculation (ωB97M-V/def2-TZVPD) on a gas-phase ion, C4H9N2O (charge +1) in a non-equilibrium geometry.

## Properties
SMILES: C[NH2+][C@@H]1CN=CO1
Lowest unoccupied orbital energy (eV): -3.37
Net charge: +1
Relative energy (zero: lowest compared OMol25 entry of this formula, charge and spin) (kcal per mole): 80.4
F_max (eV/A): 4.98
Frontier orbital gap (eV): 10.951
Total energy (eV): -9312.528

Each line ends with the natural charge from an NBO analysis.
Element x y z (Å)
N: 2.0932 0.4832 -0.8119  -0.432
O: 1.3491 -1.0041 0.6693  -0.522
C: 0.9471 1.1910 -0.4567  -0.228
H: -0.9851 -1.4698 0.5683  0.437
C: 0.2894 -0.0508 0.7580  0.166
H: 1.2777 2.0113 0.0756  0.228
H: -2.7892 -0.8006 0.3487  0.226
C: -2.1902 -0.0708 0.0169  -0.413
N: -0.8484 -0.6643 0.0028  -0.511
C: 2.3454 -0.5689 -0.2185  0.397
H: -2.1708 0.8209 0.6620  0.241
H: 0.2549 1.5531 -1.2650  0.227
H: 0.1616 0.3383 1.8165  0.258
H: -0.5608 -0.9417 -0.9128  0.446
H: -2.4489 0.2932 -0.9991  0.246
H: 3.2748 -1.1198 -0.2539  0.234


ORCA calculation (ωB97M-V/def2-TZVPD) on a gas-phase ion, C4H9N2O (charge +1) in a non-equilibrium geometry.

## Properties
SMILES: C[C@]1([NH3+])N=CCO1
Lowest unoccupied orbital energy (eV): -3.62
Net charge: +1
Relative energy (zero: lowest compared OMol25 entry of this formula, charge and spin) (kcal per mole): 77.1
F_max (eV/A): 7.44
Frontier orbital gap (eV): 11.122
Total energy (eV): -9312.674

Each line ends with the natural charge from an NBO analysis.
Element x y z (Å)
H: 2.3399 0.7247 1.1474  0.214
N: -1.1355 1.3094 0.1145  -0.739
N: 0.5077 0.1840 -1.1449  -0.468
H: 2.6771 -0.0066 -1.3106  0.238
O: 0.4676 -0.2978 1.0971  -0.498
H: -0.5660 2.1018 0.3455  0.432
C: -0.3038 0.0003 0.0114  0.536
C: -1.6015 -1.2002 -0.2179  -0.585
H: -1.4634 1.3191 -0.8970  0.490
H: -1.9007 -1.2537 0.7340  0.216
H: -1.6242 1.1627 0.9621  0.450
H: -2.2250 -0.8075 -0.9979  0.215
C: 1.8505 -0.1894 0.6796  -0.144
C: 1.7255 -0.0289 -0.8271  0.163
H: -1.0765 -2.0455 -0.7729  0.257
H: 2.3283 -0.9725 1.0767  0.224


ORCA calculation (ωB97M-V/def2-TZVPD) on 2 unconnected molecules or ions with the total composition C4H9N2O in a non-equilibrium geometry.

## Properties
Lowest unoccupied orbital energy (eV): -4.88
Net charge: +1
Relative energy (zero: lowest compared OMol25 entry of this formula, charge and spin) (kcal per mole): 46.5
F_max (eV/A): 4.49
Frontier orbital gap (eV): 10.826
Total energy (eV): -9314.000

Each line ends with the natural charge from an NBO analysis.
Element x y z (Å)
C: -1.9202 0.3446 -0.7848  0.227
N: -0.6204 -0.2305 0.8917  -0.478
C: 1.1057 1.4824 0.4253  -0.696
N: -0.9102 1.0641 -0.8922  -0.428
H: 1.8297 0.7994 0.9825  0.266
H: 2.0866 -1.7215 -0.8948  0.494
H: -2.6698 -0.7107 1.0379  0.281
C: -1.7719 -0.7135 0.2500  -0.340
O: 1.2443 -1.2415 -0.9550  -0.954
H: 1.5364 -0.4936 -1.4566  0.471
H: -0.3796 -0.7848 1.7355  0.463
H: 0.8870 2.1391 1.2261  0.287
H: -2.7608 0.4320 -1.4632  0.238
C: -0.0972 0.7419 0.1798  0.594
H: -1.5277 -1.7045 -0.2541  0.304
H: 1.4700 1.9523 -0.4083  0.269


ORCA calculation (ωB97M-V/def2-TZVPD) on a gas-phase ion, C4H9N2O (charge +1) in a non-equilibrium geometry.

## Properties
SMILES: CC(C)=[NH+]/C=[NH+]\[O-]
Lowest unoccupied orbital energy (alpha / beta) (eV): -4.93 / -4.93
Net charge: +1
Relative energy (zero: lowest compared OMol25 entry of this formula, charge and spin) (kcal per mole): 99.6
F_max (eV/A): 5.62
Frontier orbital gap (alpha / beta) (eV): 9.072 / 9.070
Total energy (eV): -9311.697

Each line ends with the natural charge from an NBO analysis.
Element x y z (Å)
H: 1.1117 -0.4078 -1.2440  0.335
H: -2.7337 0.1472 -1.3443  0.241
O: -0.0594 -1.6899 -1.7020  -0.454
C: -1.7657 -0.3862 -1.1302  0.107
H: 0.1031 0.8274 2.4922  0.286
H: 0.2521 -0.9735 2.2000  0.267
C: 0.1531 0.1678 0.3824  0.559
N: -1.1592 -0.0297 0.1605  -0.513
H: 1.9851 0.7779 -0.3954  0.268
H: -1.7516 -0.3717 0.8604  0.429
H: -1.5906 -1.1181 -2.9057  0.404
C: 0.5778 -0.0167 1.8342  -0.705
N: -1.1412 -1.1383 -2.0310  -0.013
C: 1.0043 0.5109 -0.6906  -0.758
H: 0.5598 1.3063 -1.3551  0.279
H: 1.6872 0.2051 1.9155  0.269


ORCA calculation (ωB97M-V/def2-TZVPD) on a gas-phase ion, C4H9N2O (charge +1) in a non-equilibrium geometry.

## Properties
SMILES: C[N+]1=C(O)CCN1
Lowest unoccupied orbital energy (eV): -3.35
Net charge: +1
Relative energy (zero: lowest compared OMol25 entry of this formula, charge and spin) (kcal per mole): 68.1
F_max (eV/A): 4.61
Frontier orbital gap (eV): 10.712
Total energy (eV): -9313.062

Each line ends with the natural charge from an NBO analysis.
Element x y z (Å)
H: 1.1820 1.7536 1.1323  0.204
H: -2.7461 0.5132 -0.9683  0.555
C: 0.7137 0.8260 1.4198  -0.229
H: -1.3367 0.1061 1.8426  0.272
O: -1.8652 -0.0407 -1.0720  -0.610
N: 0.1875 -0.4751 -0.4759  -0.169
H: 0.3691 -0.6106 -2.5731  0.255
H: 0.0429 -2.2737 -1.7343  0.262
H: 1.7106 -1.4027 -1.4878  0.239
C: -0.9129 0.1216 -0.2305  0.647
C: 0.5799 -1.2860 -1.6538  -0.444
C: -0.8277 0.7605 1.1129  -0.502
H: 0.8366 0.8101 2.4798  0.241
N: 1.1853 -0.3340 0.7003  -0.376
H: -1.1332 1.8813 1.2826  0.281
H: 2.0142 -0.3496 0.2253  0.373


ORCA calculation (ωB97M-V/def2-TZVPD) on a gas-phase ion, C4H9N2O (charge +1) in a non-equilibrium geometry.

## Properties
Lowest unoccupied orbital energy (eV): -4.54
Net charge: +1
Relative energy (zero: lowest compared OMol25 entry of this formula, charge and spin) (kcal per mole): 62.2
F_max (eV/A): 2.95
Frontier orbital gap (eV): 9.166
Total energy (eV): -9313.316

Each line ends with the natural charge from an NBO analysis.
Element x y z (Å)
C: -2.6065 0.6282 -0.1316  0.390
H: 2.1617 1.6932 0.3324  0.262
H: -0.1321 1.3488 -1.0245  0.291
N: 0.2412 -1.7487 0.0105  -0.692
N: -1.7947 -0.5374 0.0208  -0.646
H: -4.4875 0.8269 -0.1479  0.534
C: 0.1916 0.8147 -0.0890  -0.507
O: -3.7933 0.2147 0.0348  -0.630
C: 1.7204 0.7183 0.0198  -0.637
H: 1.2121 -1.8387 0.1438  0.440
H: -0.1248 1.4610 0.7748  0.284
H: 2.2557 0.1747 -0.8145  0.229
H: 1.9661 0.0979 0.9344  0.202
H: -0.2325 -2.6296 0.1108  0.428
C: -0.4239 -0.5793 0.0245  0.635
H: -2.3519 -1.4113 -0.2038  0.415